This record from the OMol25 dataset describes a cluster of 2 separate species, C5H12NO in total. The level of theory is ωB97M-V/def2-TZVPD.

The geometry in ORCA input format:
```
! RIJCOSX wB97M-V def2-TZVPD def2/J DEFGRID3
* xyz 1 1
C 1.399 2.650 -0.821
C 0.439 1.551 -1.374
C -0.171 0.531 -0.470
C 0.575 -0.243 0.258
N 0.163 -1.583 0.728
C 0.962 -2.517 1.227
H 0.807 3.243 -0.065
H 2.257 2.095 -0.481
H 1.582 3.049 -1.766
H -0.369 2.100 -1.976
H 1.080 1.037 -2.152
H -1.229 0.194 -0.524
H 1.625 -0.080 0.190
H -0.886 -1.693 0.817
H 1.951 -2.174 1.134
H 0.529 -3.275 1.957
H -3.634 -2.264 1.483
H -3.921 -1.010 0.817
O -3.157 -1.612 1.021
*
```

Computed properties:
**E_tot**: -8908.204 eV
**HOMO energy**: -14.0 eV
**Energy relative to the best compared isomer or geometry (same formula, charge and spin)**: 2.4256 eV